No. 1
Below is a single C5H7NO molecule, with properties calculated with ωB97M-V with the def2-TZVPD basis set.

Structure (XYZ):
```
14
Properties=species:S:1:pos:R:3
C -0.43 1.01 0.98
C 0.51 0.67 -0.15
C 1.29 -0.64 0.06
O 0.34 -1.66 0.34
C -0.93 -1.31 0.09
N -1.35 -0.54 -0.93
C -0.55 0.49 -1.15
H -1.50 1.05 0.83
H -0.05 1.73 1.71
H 1.20 1.49 -0.38
H 1.96 -0.59 0.92
H 1.85 -0.90 -0.85
H -1.62 -2.04 0.50
H -0.79 1.20 -1.94
```

Highest occupied orbital energy (alpha / beta) ... -8.023 / -7.322 eV
Frontier orbital gap (alpha / beta) ... 8.24 / 7.57 eV
2S+1 ... 1
Energy relative to the best compared isomer or geometry (same formula, charge and spin) ... 4.114 eV

Atom charges from the Mulliken analysis, given in e for atoms 1 to 8: -0.843, -0.111, -0.433, -0.320, -0.117, -0.444, -0.141, 0.318

***

No. 2
Below is C5H7NO as an isolated structure, with properties calculated with ωB97M-V with the def2-TZVPD basis set.

Structure (XYZ):
```
14
Properties=species:S:1:pos:R:3
N -2.06 1.33 1.17
C -1.03 1.37 0.50
O -0.46 -1.46 -0.10
C 0.50 -0.95 0.84
C 0.96 0.11 -0.17
C 0.31 -0.88 -1.17
C 0.15 1.38 -0.10
H -2.86 0.93 0.67
H 1.27 -1.70 1.06
H 0.05 -0.60 1.78
H 2.03 0.30 -0.26
H 1.01 -1.62 -1.58
H -0.30 -0.45 -1.96
H 0.44 2.25 -0.68
```

Highest occupied orbital energy ... -8.819 eV
Frontier orbital gap ... 9.80 eV
2S+1 ... 1
Energy relative to the best compared isomer or geometry (same formula, charge and spin) ... 2.834 eV

Atom charges from the Mulliken analysis, given in e for atoms 1 to 8: -0.576, 0.454, -0.397, -0.598, 0.170, -0.478, -0.775, 0.279